Below is a molecular structure, C12H41FeO9 in a non-equilibrium geometry, with properties calculated with wB97M-V/def2-TZVPD.

```
63
Properties=species:S:1:pos:R:3
Fe 2.549 -2.866 -2.389
C 1.411 -0.833 0.802
C 0.670 -0.955 -0.515
O 1.277 -1.759 -1.506
H 2.366 -0.366 0.544
H 1.590 -1.785 1.297
H 0.797 -0.137 1.372
H 0.504 0.014 -1.004
H -0.349 -1.346 -0.382
C -1.775 1.649 1.551
C -3.268 1.604 1.884
O -3.382 1.242 3.268
H -1.296 2.445 2.126
H -1.544 2.098 0.575
H -1.321 0.664 1.636
H -3.739 0.887 1.212
H -3.701 2.600 1.799
H -3.693 2.029 3.719
C -0.955 -3.711 1.853
C -0.453 -3.801 3.272
O -1.583 -3.720 4.145
H -0.144 -3.969 1.148
H -1.415 -2.775 1.548
H -1.550 -4.604 1.648
H 0.253 -3.005 3.539
H 0.014 -4.754 3.511
H -2.061 -2.900 3.982
C 5.164 0.477 -0.243
C 6.108 0.476 0.954
O 5.469 0.988 2.109
H 4.583 1.384 -0.381
H 4.487 -0.387 -0.316
H 5.835 0.265 -1.087
H 6.985 1.055 0.656
H 6.556 -0.508 1.125
H 5.028 0.240 2.526
C -3.569 0.075 -1.990
C -3.929 -0.618 -3.303
O -4.027 -2.009 -3.015
H -4.382 0.171 -1.269
H -3.356 1.129 -2.219
H -2.712 -0.304 -1.427
H -3.140 -0.442 -4.040
H -4.863 -0.175 -3.641
H -3.106 -2.260 -2.850
C -1.166 3.181 -2.141
C -1.150 4.059 -3.391
O -0.259 3.487 -4.345
H -2.152 2.988 -1.714
H -0.618 3.601 -1.296
H -0.808 2.185 -2.414
H -0.788 5.059 -3.153
H -2.166 4.007 -3.794
H -0.034 4.132 -5.020
O 1.118 3.414 1.995
H 1.429 2.527 1.794
H 1.882 3.979 1.839
O -1.380 -2.637 -2.884
H -0.761 -2.226 -2.268
H -1.185 -3.580 -2.838
O 4.172 -1.689 2.663
H 4.037 -2.642 2.681
H 3.497 -1.350 2.063
```

As for the expectation value of S²: 6.012. As for the relative energy (zero: lowest compared OMol25 entry of this formula, charge and spin): 88.5 kJ/mol. Its spin multiplicity is 5. For the electronic energy, the calculation gives -2422.17430 Ha. The value obtained for the gap between HOMO and LUMO (alpha / beta) is 4.0 / 3.8 eV. The total charge is +1. The value obtained for the lowest unoccupied orbital energy (alpha / beta) is -7.7 / -7.8 eV.